Record 1
Below is a cluster of 11 separate species, C44H82O22 in total in a non-equilibrium geometry, with properties calculated with the ωB97M-V functional and the def2-TZVPD basis.

Geometry (Å):
O: 7.73 1.67 -31.53
C: 7.88 1.69 -30.34
O: 6.95 2.08 -29.45
C: 5.63 2.30 -29.92
C: 4.95 3.39 -29.13
C: 9.16 1.26 -29.66
H: 5.04 1.39 -29.85
H: 5.64 2.61 -30.97
H: 3.87 3.32 -29.30
H: 5.17 4.40 -29.48
H: 5.13 3.28 -28.07
H: 9.07 0.17 -29.63
H: 9.20 1.59 -28.63
H: 10.02 1.58 -30.23
O: -2.46 4.10 -20.65
C: -1.68 4.84 -21.19
O: -1.40 4.81 -22.50
C: -2.12 3.84 -23.28
C: -1.28 3.49 -24.50
C: -0.87 5.90 -20.50
H: -3.07 4.28 -23.58
H: -2.30 2.94 -22.71
H: -0.66 4.31 -24.85
H: -1.90 3.03 -25.27
H: -0.60 2.67 -24.22
H: -0.04 6.21 -21.13
H: -0.54 5.50 -19.54
H: -1.44 6.80 -20.27
O: -0.37 -1.80 -32.84
C: 0.71 -2.33 -32.78
O: 1.76 -1.77 -32.16
C: 1.49 -0.54 -31.50
C: 2.78 0.03 -30.95
C: 1.08 -3.59 -33.51
H: 0.79 -0.72 -30.68
H: 0.98 0.16 -32.15
H: 2.70 0.45 -29.94
H: 3.18 0.84 -31.56
H: 3.62 -0.67 -30.94
H: 2.08 -3.89 -33.22
H: 1.11 -3.30 -34.56
H: 0.37 -4.40 -33.42
O: 0.64 3.15 -31.78
C: 1.37 3.92 -32.36
O: 0.98 5.10 -32.82
C: -0.32 5.56 -32.42
C: -0.46 7.06 -32.63
C: 2.80 3.59 -32.68
H: -0.57 5.35 -31.38
H: -1.03 5.08 -33.09
H: -1.46 7.31 -32.27
H: -0.47 7.32 -33.69
H: 0.31 7.63 -32.11
H: 2.76 2.84 -33.47
H: 3.30 3.18 -31.81
H: 3.33 4.46 -33.07
O: -0.65 6.68 -25.65
C: -0.37 7.46 -24.77
O: -1.26 8.03 -23.96
C: -2.63 7.60 -23.95
C: -3.51 8.80 -24.13
C: 1.02 7.78 -24.30
H: -2.84 7.06 -23.03
H: -2.78 6.91 -24.78
H: -4.53 8.49 -24.39
H: -3.25 9.41 -25.00
H: -3.59 9.43 -23.25
H: 1.22 8.81 -24.64
H: 1.80 7.14 -24.69
H: 1.04 7.83 -23.22
O: 6.19 0.06 -24.08
C: 6.37 0.72 -25.06
O: 7.56 1.27 -25.39
C: 8.67 0.99 -24.53
C: 9.95 1.00 -25.36
C: 5.31 1.02 -26.09
H: 8.53 0.05 -23.99
H: 8.72 1.77 -23.78
H: 9.81 0.43 -26.28
H: 10.71 0.47 -24.77
H: 10.27 2.01 -25.58
H: 5.62 1.87 -26.69
H: 4.36 1.24 -25.60
H: 5.30 0.17 -26.76
O: 5.93 8.13 -32.34
C: 5.76 8.45 -31.20
O: 4.81 7.94 -30.41
C: 4.01 6.87 -30.92
C: 2.65 6.97 -30.28
C: 6.56 9.53 -30.51
H: 4.52 5.96 -30.62
H: 3.93 6.94 -32.01
H: 2.36 8.03 -30.32
H: 2.63 6.78 -29.21
H: 1.86 6.42 -30.79
H: 7.59 9.37 -30.82
H: 6.51 9.41 -29.43
H: 6.26 10.51 -30.85
O: 6.81 5.82 -27.88
C: 7.20 6.32 -26.85
O: 6.58 6.15 -25.68
C: 5.59 5.09 -25.65
C: 5.13 4.89 -24.23
C: 8.36 7.26 -26.78
H: 6.08 4.20 -26.05
H: 4.80 5.27 -26.39
H: 4.78 3.87 -24.09
H: 4.25 5.47 -23.95
H: 5.95 5.07 -23.53
H: 8.18 8.13 -26.16
H: 8.63 7.51 -27.80
H: 9.24 6.74 -26.39
O: 2.57 3.07 -25.35
C: 2.11 3.17 -26.45
O: 2.13 2.18 -27.37
C: 1.21 2.53 -28.45
C: 0.36 3.73 -27.95
C: 1.36 4.37 -26.99
H: 0.59 1.63 -28.47
H: 1.69 2.74 -29.40
H: -0.52 3.37 -27.43
H: 0.10 4.28 -28.85
H: 0.90 4.90 -26.16
H: 1.99 5.10 -27.51
O: 2.19 5.95 -22.11
C: 2.95 5.20 -21.56
O: 3.94 5.52 -20.71
C: 4.62 4.36 -20.17
C: 3.75 3.13 -20.54
C: 2.85 3.70 -21.63
H: 4.60 4.53 -19.09
H: 5.63 4.33 -20.56
H: 3.23 2.80 -19.65
H: 4.31 2.29 -20.96
H: 1.85 3.25 -21.53
H: 3.00 3.33 -22.65
O: -2.79 0.86 -27.59
C: -2.67 1.06 -28.76
O: -3.41 2.00 -29.40
C: -3.34 1.81 -30.82
C: -2.56 0.49 -31.04
C: -1.72 0.44 -29.76
H: -2.82 2.62 -31.33
H: -4.36 1.72 -31.20
H: -1.99 0.61 -31.96
H: -3.20 -0.38 -31.17
H: -0.81 1.00 -29.95
H: -1.47 -0.58 -29.49

Computed properties:
- total energy (Eh) = -3381.13917
- orbital gap (eV) = 10.5
- energy above the lowest of the compared OMol25 structures with the same formula, charge and spin (eV) = 0.0000
- SMILES = CCOC(C)=O.CCOC(C)=O.CCOC(C)=O.CCOC(C)=O.CCOC(C)=O.CCOC(C)=O.CCOC(C)=O.CCOC(C)=O.O=C1CCCO1.O=C1CCCO1.O=C1CCCO1
- LUMO (eV) = 0.46
- HOMO (eV) = -10.08


Record 2
Below is a cluster of 12 separate species, C44H84BO28S11 in total in a non-equilibrium geometry, with properties calculated with the ωB97M-V functional and the def2-TZVPD basis.

Geometry (Å):
O: 18.65 15.78 17.93
C: 18.06 15.74 16.88
O: 17.02 15.01 16.56
B: 16.55 15.36 15.24
O: 17.45 16.36 14.70
C: 18.54 16.48 15.54
O: 19.57 17.00 15.33
O: 15.20 15.94 15.37
C: 14.38 15.41 14.55
O: 13.29 15.71 14.26
C: 15.11 14.19 13.92
O: 16.41 14.17 14.40
O: 14.64 13.42 13.15
C: 14.22 7.85 13.12
C: 14.94 9.22 13.26
C: 13.97 10.22 12.72
S: 13.47 9.47 11.09
O: 14.49 9.69 10.10
O: 12.14 9.79 10.70
C: 13.56 7.81 11.72
H: 13.52 7.78 13.94
H: 14.96 7.05 13.23
H: 15.86 9.29 12.60
H: 15.27 9.36 14.28
H: 14.51 11.11 12.42
H: 13.16 10.48 13.39
H: 14.14 7.25 10.98
H: 12.55 7.39 11.85
C: 18.28 12.33 8.92
C: 17.07 12.13 9.83
C: 17.23 13.05 11.02
S: 19.02 13.09 11.28
O: 19.40 12.28 12.43
O: 19.43 14.49 11.33
C: 19.51 12.28 9.79
H: 18.24 13.30 8.35
H: 18.49 11.53 8.24
H: 17.09 11.06 10.14
H: 16.15 12.31 9.25
H: 16.82 12.71 11.99
H: 16.84 14.03 10.83
H: 19.84 11.31 10.09
H: 20.40 12.77 9.43
C: 13.52 17.21 11.18
C: 13.17 18.50 11.82
C: 11.71 18.35 11.66
S: 11.47 17.96 9.88
O: 11.50 19.14 9.03
O: 10.36 16.96 9.79
C: 13.06 17.16 9.75
H: 13.01 16.33 11.72
H: 14.56 17.05 11.25
H: 13.54 19.42 11.25
H: 13.50 18.59 12.83
H: 11.09 19.20 11.88
H: 11.41 17.44 12.16
H: 13.63 17.69 8.99
H: 12.87 16.13 9.46
C: 13.63 20.26 17.02
C: 15.05 20.64 17.07
C: 15.28 21.83 16.16
S: 14.31 21.38 14.67
O: 15.11 20.71 13.68
O: 13.59 22.58 14.32
C: 13.22 20.10 15.50
H: 12.95 21.02 17.50
H: 13.35 19.36 17.57
H: 15.77 19.89 16.79
H: 15.37 20.88 18.11
H: 16.33 22.00 15.94
H: 14.87 22.71 16.66
H: 13.63 19.16 15.09
H: 12.14 20.13 15.29
C: 19.32 12.02 17.36
C: 19.29 12.01 15.82
C: 19.18 10.54 15.50
S: 17.95 9.91 16.53
O: 18.02 8.53 16.75
O: 16.75 10.53 16.03
C: 18.26 10.99 17.96
H: 19.16 13.02 17.75
H: 20.28 11.65 17.67
H: 20.16 12.50 15.40
H: 18.48 12.61 15.43
H: 20.19 10.06 15.75
H: 18.99 10.26 14.50
H: 18.73 10.33 18.66
H: 17.30 11.36 18.42
C: 14.05 12.20 16.15
C: 13.44 10.92 16.69
C: 12.33 11.41 17.59
S: 13.14 12.69 18.56
O: 13.96 11.92 19.52
O: 12.37 13.86 19.02
C: 14.26 13.24 17.27
H: 13.28 12.63 15.57
H: 14.91 12.07 15.51
H: 14.11 10.26 17.26
H: 13.00 10.28 15.95
H: 12.07 10.63 18.25
H: 11.48 11.85 17.06
H: 15.27 13.26 17.62
H: 14.03 14.30 17.10
C: 10.93 13.74 11.00
C: 9.75 12.79 10.70
C: 9.03 12.65 12.06
S: 10.39 12.81 13.33
O: 10.69 11.50 13.93
O: 10.07 13.93 14.12
C: 11.68 13.22 12.23
H: 10.60 14.75 11.20
H: 11.52 13.80 10.09
H: 10.22 11.84 10.39
H: 9.15 13.21 9.88
H: 8.51 11.70 12.26
H: 8.41 13.53 12.24
H: 12.25 12.36 11.93
H: 12.35 13.99 12.68
C: 17.82 18.83 11.44
C: 17.77 20.35 11.24
C: 16.62 20.45 10.27
S: 16.82 19.11 9.05
O: 17.47 19.52 7.85
O: 15.61 18.35 8.94
C: 18.04 18.17 10.11
H: 16.89 18.57 11.92
H: 18.62 18.47 12.10
H: 18.71 20.74 10.84
H: 17.60 20.77 12.22
H: 16.60 21.35 9.69
H: 15.63 20.36 10.72
H: 18.96 18.35 9.58
H: 17.76 17.15 10.07
C: 8.70 16.30 17.12
C: 9.94 15.56 16.68
C: 10.83 16.52 15.81
S: 10.10 18.17 15.95
O: 10.20 18.97 14.70
O: 10.58 18.60 17.23
C: 8.42 17.52 16.25
H: 8.91 16.68 18.11
H: 7.80 15.71 17.22
H: 9.79 14.61 16.09
H: 10.53 15.20 17.48
H: 10.74 16.21 14.79
H: 11.89 16.60 16.03
H: 7.97 17.18 15.35
H: 7.83 18.31 16.69
C: 16.20 12.94 23.01
S: 17.40 14.11 22.25
O: 18.57 13.30 21.97
C: 16.40 14.19 20.75
H: 16.29 11.99 22.44
H: 15.20 13.27 22.71
H: 16.34 12.91 24.07
H: 15.42 14.60 20.95
H: 16.36 13.16 20.46
H: 16.82 14.77 19.87
C: 20.16 19.24 18.08
S: 18.89 19.70 16.84
O: 18.30 21.00 17.33
C: 19.89 20.12 15.48
H: 20.64 20.11 18.54
H: 20.81 18.47 17.61
H: 19.60 18.81 18.87
H: 20.43 19.28 15.13
H: 20.60 20.95 15.79
H: 19.28 20.56 14.66

Computed properties:
- total energy (Eh) = -8238.71680
- orbital gap (eV) = 8.9
- LUMO (eV) = 1.69
- HOMO (eV) = -7.23
- net charge = -1


Record 3
Below is a cluster of 11 separate species, C44H88O11 in total in a non-equilibrium geometry, with properties calculated with the ωB97M-V functional and the def2-TZVPD basis.

Geometry (Å):
C: 8.45 13.22 2.60
C: 9.66 13.90 2.06
C: 10.19 12.83 1.07
O: 9.06 12.17 0.57
C: 7.91 12.39 1.39
H: 7.72 13.90 3.03
H: 8.79 12.60 3.43
H: 10.39 14.30 2.76
H: 9.36 14.73 1.42
H: 10.83 12.07 1.52
H: 10.82 13.33 0.33
H: 7.42 11.49 1.77
H: 7.14 12.97 0.89
C: 14.61 13.13 0.57
C: 14.48 14.36 1.42
C: 14.25 15.47 0.46
O: 15.16 15.08 -0.65
C: 15.44 13.64 -0.58
H: 13.59 12.90 0.26
H: 14.99 12.26 1.10
H: 15.29 14.68 2.09
H: 13.66 14.10 2.09
H: 14.63 16.37 0.95
H: 13.21 15.51 0.16
H: 16.50 13.50 -0.40
H: 15.16 13.14 -1.51
C: 11.31 21.33 1.95
C: 10.28 21.55 2.99
C: 9.18 22.24 2.22
O: 9.10 21.38 1.12
C: 10.41 20.91 0.82
H: 12.14 20.68 2.24
H: 11.73 22.33 1.84
H: 10.69 22.28 3.69
H: 10.03 20.62 3.50
H: 9.41 23.29 2.03
H: 8.23 22.27 2.74
H: 10.85 21.42 -0.02
H: 10.46 19.82 0.74
C: 12.85 15.98 3.87
C: 14.02 14.98 4.06
C: 14.81 15.56 5.25
O: 14.09 16.70 5.77
C: 13.22 17.18 4.74
H: 11.93 15.54 4.25
H: 12.66 16.24 2.83
H: 14.56 14.94 3.12
H: 13.71 13.97 4.35
H: 15.66 16.06 4.78
H: 15.10 14.91 6.07
H: 13.71 18.02 4.25
H: 12.31 17.60 5.19
C: 12.14 15.07 -1.33
C: 11.06 14.00 -1.38
C: 10.84 13.69 -2.84
O: 11.86 14.40 -3.51
C: 12.27 15.54 -2.80
H: 13.08 14.54 -1.17
H: 12.05 15.80 -0.53
H: 10.11 14.22 -0.89
H: 11.42 13.06 -0.95
H: 9.85 13.97 -3.20
H: 10.99 12.63 -3.06
H: 11.58 16.32 -3.14
H: 13.28 15.85 -3.06
C: 11.54 18.14 1.63
C: 12.03 16.87 0.97
C: 11.06 15.76 1.48
O: 10.33 16.29 2.62
C: 10.29 17.73 2.50
H: 11.27 18.97 0.97
H: 12.40 18.55 2.16
H: 13.03 16.51 1.21
H: 12.00 17.01 -0.11
H: 11.62 14.86 1.76
H: 10.40 15.48 0.66
H: 10.20 18.17 3.49
H: 9.33 17.80 1.98
C: 10.87 18.69 5.69
C: 11.98 19.56 6.12
C: 11.22 20.73 6.70
O: 10.08 20.88 5.82
C: 9.96 19.66 5.09
H: 10.37 18.16 6.50
H: 11.28 17.95 5.00
H: 12.53 19.78 5.21
H: 12.59 19.09 6.89
H: 11.83 21.63 6.78
H: 10.71 20.49 7.63
H: 10.33 19.75 4.07
H: 8.97 19.21 5.08
C: 7.95 15.20 5.62
C: 9.33 15.79 5.78
C: 10.04 15.09 4.64
O: 9.50 13.73 4.68
C: 8.13 13.76 5.09
H: 7.40 15.86 4.95
H: 7.31 15.16 6.51
H: 9.73 15.52 6.76
H: 9.47 16.87 5.71
H: 11.12 15.13 4.81
H: 9.88 15.46 3.62
H: 7.98 12.89 5.72
H: 7.56 13.51 4.19
C: 15.14 18.06 -1.92
C: 14.89 17.52 -3.33
C: 13.38 17.74 -3.48
O: 12.86 17.27 -2.22
C: 13.94 17.44 -1.24
H: 15.29 19.14 -1.89
H: 16.02 17.56 -1.53
H: 15.22 16.48 -3.39
H: 15.48 18.02 -4.10
H: 13.14 17.01 -4.26
H: 13.10 18.76 -3.70
H: 14.20 16.38 -1.16
H: 13.61 17.76 -0.25
C: 8.04 16.62 2.49
C: 6.86 15.79 3.13
C: 5.85 15.86 1.95
O: 6.69 15.74 0.80
C: 7.88 16.47 0.96
H: 8.96 16.14 2.82
H: 8.05 17.66 2.81
H: 6.46 16.22 4.04
H: 7.23 14.81 3.46
H: 5.24 16.76 1.95
H: 5.08 15.09 1.86
H: 7.76 17.46 0.52
H: 8.72 15.89 0.57
C: 8.96 17.86 -2.50
C: 10.37 18.22 -2.67
C: 11.01 18.09 -1.32
O: 9.87 18.14 -0.38
C: 8.63 18.26 -1.03
H: 8.78 16.79 -2.56
H: 8.36 18.41 -3.23
H: 10.53 19.17 -3.19
H: 10.90 17.61 -3.40
H: 11.81 18.78 -1.06
H: 11.46 17.10 -1.27
H: 8.34 19.31 -0.93
H: 7.97 17.58 -0.50

Computed properties:
- total energy (Eh) = -2555.74785
- orbital gap (eV) = 8.9
- energy above the lowest of the compared OMol25 structures with the same formula, charge and spin (eV) = 26.9916
- SMILES = C1CCOC1.C1CCOC1.C1CCOC1.C1CCOC1.C1CCOC1.C1CCOC1.C1CCOC1.C1CCOC1.C1CCOC1.C1CCOC1.C1CCOC1
- LUMO (eV) = 0.38
- HOMO (eV) = -8.56